48
Properties=species:S:1:pos:R:3:lowdin_spin:R:1 method="wB97M-V/def2-TZVPD" spin_multiplicity=5 s_squared=6.056 total_charge=+2 de_lowest_kcal_mol=14.80
H 4.83091 -4.70825 -1.94458 -0.002
H -0.75403 2.31393 5.15377 0.001
H 3.25947 2.82958 -0.27918 0.000
N -2.67881 -0.33950 0.07053 0.098
H 0.19122 2.34621 -2.02945 0.001
H 3.71635 1.36606 0.13630 0.000
H -3.39304 4.35552 -0.46946 0.001
H -4.12594 2.61177 1.35860 0.000
C 1.48312 -2.60809 0.12298 0.038
O 3.77319 -4.94469 1.10853 0.032
N -2.38828 2.56166 -0.08895 0.007
C -1.54245 3.82947 -1.69099 0.003
N 1.53140 -3.76784 0.70190 0.300
C 2.95073 1.81782 -0.52493 0.006
O 2.11107 -5.92876 -0.53071 0.043
H 1.91658 1.54158 -0.06607 0.009
H 5.34292 -2.74396 -3.48371 0.008
H -5.76298 0.35914 0.73108 0.003
C -4.83994 -0.12689 0.45757 0.051
S 2.74380 -4.79817 0.11052 -0.005
C 4.26856 -3.76730 -1.96245 0.003
C -3.24974 -1.52269 -0.25703 0.050
S 0.54643 -1.48687 1.19143 0.171
C -0.32109 1.29021 3.27580 0.029
H 1.89159 -0.61808 -1.92581 0.005
B -3.21376 1.93827 1.06160 0.003
H 0.61351 0.80083 3.46270 0.000
N -1.27778 1.86306 -0.59042 0.074
C 2.62765 -1.42158 -1.91965 0.022
C -1.04822 2.06987 4.15997 0.025
H -3.02272 3.05207 3.87826 0.003
N -3.66442 0.51523 0.58491 0.015
H -2.64758 -2.35349 -0.57070 0.007
C -4.60204 -1.40655 -0.04750 0.015
C 3.72738 -1.49948 -2.78370 0.093
C -2.22312 2.43141 3.51012 0.056
H 3.98985 -0.66381 -3.43857 0.002
C 3.21517 -3.60843 -1.08385 0.118
N -2.22066 1.88646 2.27642 0.019
H 3.17435 1.76773 -1.62655 0.000
Os -0.89628 -0.08397 0.55323 2.144
N -1.03120 1.15210 2.12283 0.149
H -1.33184 4.63916 -2.39260 0.000
H -5.30627 -2.19730 -0.22108 0.000
C 2.43158 -2.45188 -0.99789 0.176
C 4.51160 -2.66950 -2.80053 0.197
C -2.56158 3.71436 -0.76897 0.012
C -0.74466 2.66360 -1.53369 0.015